(1)
ORCA calculation (ωB97M-V with the def2-TZVPD basis set) on a structure of composition C12H16N2O4PdS2.

Structure (XYZ):
```
37
Properties=species:S:1:pos:R:3:forces:R:3:lowdin_charge:R:1
Pd -1.474286 1.224270 -1.701995 -1.1 0.4 -2.4 0.425
H 0.531514 -5.784230 -2.610295 0.1 -0.1 0.1 0.059
C -0.178286 -3.664730 -1.164395 0.4 0.0 0.1 -1.449
C 1.968514 2.586070 -1.340195 -0.6 0.4 -0.3 -0.128
N -0.683286 1.035870 0.737205 0.3 0.1 -0.6 0.086
N 0.761614 0.718870 -2.444395 -0.1 -0.5 0.1 -0.060
H 1.895814 -6.152830 -1.499095 0.1 0.0 0.0 0.073
H 1.911014 2.147370 -3.432795 0.0 -0.1 0.1 0.111
C 0.323314 1.172870 2.893605 0.0 0.1 0.0 -0.046
C 0.803914 3.656970 -1.427395 1.0 -0.4 0.3 -0.732
S -1.620986 -4.377230 -1.592895 -0.6 -0.3 -0.2 0.450
H 2.870414 0.988170 -2.484395 -0.2 0.2 -0.1 0.100
H 1.102514 1.218670 4.876605 0.0 0.0 0.0 0.087
C -1.962386 0.447470 2.681705 -0.1 0.0 -0.1 -0.039
C -2.029486 0.286370 4.047305 0.1 -0.1 0.1 -0.131
H 0.197914 -6.344730 -0.963095 0.1 0.0 -0.1 0.054
O -0.360786 3.239770 -1.282795 -0.7 -0.4 0.1 -0.134
C 1.931614 1.582770 -2.492895 0.4 0.1 0.1 -0.289
H 1.244014 1.526370 2.446005 0.0 0.0 -0.1 0.100
H 0.841314 0.043770 -1.675995 0.1 0.0 -0.5 -0.042
O 1.156714 4.831070 -1.582795 0.3 0.6 -0.2 -0.067
O -4.036986 0.448070 -3.113795 0.6 0.1 0.5 -0.032
C -0.931586 0.559170 4.849805 0.0 0.0 0.4 -0.161
H -0.983286 0.425170 5.924205 0.0 0.0 0.0 0.074
S 0.091014 -2.083130 -0.736495 0.0 0.5 0.3 0.516
C 0.885114 -5.747930 -1.572895 0.0 -0.5 -0.2 -0.217
C -0.780086 0.892670 2.065405 -0.1 -0.2 0.3 -0.327
C -3.111786 0.703470 -2.463795 0.2 0.0 0.1 -0.334
C 0.238214 1.008570 4.257005 0.1 0.0 0.1 -0.137
H 0.159014 1.453670 0.367705 -0.4 0.0 0.1 0.049
H 0.677014 0.172470 -3.301995 0.0 0.1 0.4 0.074
H -1.459086 0.867470 0.030305 0.3 -0.1 1.6 0.000
O 0.963314 -4.425030 -1.120695 0.1 0.1 0.0 -0.302
H -2.819086 0.239170 2.058005 -0.1 -0.1 -0.1 0.105
H -2.938786 -0.073830 4.512005 -0.1 0.0 -0.1 0.088
H 2.926714 3.114570 -1.359495 -0.1 0.0 0.0 0.094
H 1.889614 2.062470 -0.382295 0.1 -0.1 0.0 0.083
```
Positions in Å, forces in eV/Å.

Summary:
net charge: -2
E_HOMO: -1.45 eV
calculated total energy: -1801.65035 Eh
energy above the lowest of the compared OMol25 structures with the same formula, charge and spin: 0.734 eV
frontier orbital gap: 6.47 eV

***

(2)
ORCA calculation (ωB97M-V with the def2-TZVPD basis set) on a structure of composition C26H46N6O4ReSSi.

Structure (XYZ):
```
85
Properties=species:S:1:pos:R:3:forces:R:3:lowdin_charge:R:1
H 2.626062 -0.587913 1.810468 0.0 0.1 0.1 0.064
H 2.284184 3.654181 2.772669 0.0 0.0 0.0 0.105
C -2.623804 -2.396486 -0.437748 0.0 -0.6 -0.3 -0.620
H 2.784715 1.941526 2.792987 0.0 -0.1 0.1 0.085
C -4.795122 2.455271 -2.085141 0.2 -0.4 0.2 -0.018
O -2.826196 -1.073824 0.015932 0.3 0.2 0.0 -0.068
H -0.499291 -2.226540 -0.118039 0.1 -0.1 -0.1 0.038
H -1.496378 3.464616 1.526224 -0.1 0.1 0.0 0.090
O -0.585527 0.379331 -0.539228 3.7 -0.1 -0.5 -0.392
N 3.624013 3.083778 1.238354 -0.1 -0.4 -0.4 -0.122
H -3.552959 3.818645 -0.086687 0.1 0.2 0.0 0.089
C 3.144814 2.311754 0.243627 0.0 0.1 0.5 -0.369
H -3.834840 -3.191622 1.163612 0.0 0.0 0.2 0.093
H 4.501796 3.115334 -1.046143 -0.1 -0.2 0.0 0.135
H -1.375219 -2.971622 1.217946 0.0 0.0 0.2 0.096
H 2.068531 -6.352399 -1.803820 0.1 -0.1 0.0 0.129
H 0.831928 -5.848722 -3.886139 0.0 0.0 0.0 0.125
H 4.126090 -1.479855 2.063254 0.0 0.0 0.0 0.095
C 2.869754 -4.560452 0.024207 0.0 0.3 0.0 0.053
H -2.877199 2.699468 3.357247 -0.1 0.1 0.0 0.086
N 2.987070 0.464714 -2.052639 -0.2 -0.2 -0.4 -0.056
C -2.161722 1.932143 3.638839 0.2 -0.2 -0.3 -0.002
H -4.731573 -2.824542 -0.307561 -0.1 0.1 -0.1 0.090
H 3.097666 -0.062083 -2.922314 -0.1 0.1 0.4 0.087
C -0.236588 0.513214 2.845324 -0.4 0.2 -0.2 -0.017
C -0.710040 2.755411 1.764153 -0.3 -0.3 0.1 -0.015
H 3.804895 -3.681992 1.721987 0.1 0.0 0.1 0.127
Re 1.227483 0.037955 -1.022382 -2.5 -1.1 -0.8 1.430
C -1.303441 -2.919076 0.135460 -0.3 0.2 0.0 -0.011
C 4.493978 4.238576 1.094387 0.2 0.4 -0.1 -0.004
H -4.862315 1.657795 -2.822657 -0.1 0.0 -0.1 0.088
H -3.705330 -4.257386 -0.245791 0.0 -0.2 0.0 0.095
H 5.215864 4.235715 1.913682 0.0 0.0 -0.2 0.110
H -2.276536 -3.389728 -2.332296 0.0 -0.1 -0.1 0.089
C 1.800609 -5.337320 -2.051835 -0.2 0.1 -0.3 0.007
C -1.322409 1.517195 2.425577 0.2 0.3 0.5 -0.626
H 4.538023 1.264945 -3.902440 0.0 0.1 0.0 0.138
C -4.202044 3.027943 0.281056 0.1 -0.4 -0.4 -0.017
H -5.781245 2.891106 -1.942561 -0.1 0.0 0.0 0.094
S 0.435334 -1.117535 -2.951929 1.3 1.1 1.3 0.766
H -0.704251 -0.320303 3.360865 0.0 -0.1 0.1 0.101
H 0.252516 0.118006 1.951470 0.1 -0.1 0.0 0.041
H 3.989730 -0.360279 0.703921 0.0 0.1 0.0 0.073
N 3.825166 2.369004 -0.964740 0.1 0.3 -0.2 0.184
C 1.104760 -5.057974 -3.202057 0.3 -0.4 0.3 -0.032
C 3.254502 -3.510869 0.811033 -0.1 -0.1 -0.2 0.017
H -3.803354 2.612162 1.200733 0.0 0.1 0.2 0.058
N 2.136816 1.499275 0.377191 -0.3 -0.6 -0.8 0.015
H -1.937612 -1.646417 -2.336758 0.0 0.0 -0.1 0.018
H 1.652359 1.586564 1.262574 0.0 0.0 0.0 0.027
N 2.197488 -1.919012 -0.631816 -0.6 1.1 0.0 -0.010
C -2.607643 -2.421418 -1.968160 -0.1 0.2 0.4 -0.018
H -1.074031 -3.906309 -0.256789 0.1 -0.1 0.0 0.094
C 2.172760 -4.302822 -1.169308 0.0 0.5 0.0 -0.139
H 5.060613 4.262782 0.166924 0.0 0.0 0.0 0.084
C 0.730731 -3.746061 -3.479920 0.1 0.6 0.4 -0.073
H 3.094330 -5.578371 0.300541 0.1 -0.1 0.0 0.138
C 1.825956 -2.951587 -1.456795 -0.3 -0.8 -0.6 -0.235
H -0.002302 3.235721 2.435073 0.1 0.1 0.1 0.078
H 0.486124 0.972881 3.514823 0.2 0.1 0.1 0.085
C -5.210977 0.811971 -0.217181 0.3 0.0 -0.4 -0.020
N 4.552128 1.827407 -3.066951 -0.2 -0.1 0.2 0.216
H -4.814528 0.416310 0.714471 -0.1 -0.1 0.2 0.081
O -2.973141 1.385921 -0.975128 1.3 -0.5 -0.2 -0.071
C 3.451953 -1.087285 1.308477 -0.1 0.0 0.0 -0.022
C 3.745894 1.523044 -2.038371 0.5 0.4 0.0 -0.436
H -0.229232 2.478361 0.828054 0.1 0.1 -0.1 0.053
H -3.601914 -2.225227 -2.358672 -0.1 0.1 -0.1 0.097
H -2.710505 1.072970 4.012111 0.0 -0.1 0.1 0.098
H -5.278756 -0.001775 -0.936316 -0.1 -0.1 0.0 0.089
H 3.906619 5.159998 1.161676 0.1 -0.1 -0.1 0.119
H -5.191087 3.434373 0.467604 -0.1 0.1 0.0 0.096
C 1.057475 -2.705005 -2.624219 0.1 -0.6 0.1 -0.571
C 3.105233 2.958843 2.589171 -0.2 0.0 0.3 -0.010
H 3.910069 3.194815 3.283819 0.0 0.0 0.0 0.108
Si -2.128364 0.378532 -0.021110 -2.5 0.2 0.7 0.056
O -2.199063 0.872984 1.527058 0.2 -0.2 -0.2 -0.076
C 2.933577 -2.192603 0.448671 0.1 -0.1 0.2 -0.274
H -6.202844 1.220555 -0.042825 -0.1 0.0 0.0 0.100
H -4.120498 3.220402 -2.462019 0.1 0.1 0.0 0.087
H 5.098926 2.670069 -3.094204 0.1 0.0 0.0 0.133
H 0.149986 -3.521516 -4.359885 -0.1 0.0 -0.2 0.118
H -1.527521 2.321447 4.429365 0.1 0.1 0.1 0.093
C -4.280476 1.895098 -0.761330 -1.2 1.0 0.6 -0.631
C -3.800642 -3.226182 0.079286 0.3 0.3 -0.1 -0.006
```
Positions in Å, forces in eV/Å.

Summary:
net charge: +2
E_HOMO (spin up / spin down): -13.44 / -13.64 eV
calculated total energy: -2413.54739 Eh
<S²>: 1.039
2S+1: 2
frontier orbital gap (spin up / spin down): 5.95 / 6.19 eV

***

(3)
ORCA calculation (ωB97M-V with the def2-TZVPD basis set) on a structure of composition C2H3NO3S.

Structure (XYZ):
```
10
Properties=species:S:1:pos:R:3:forces:R:3:lowdin_charge:R:1
O -1.050227 -0.785924 -0.997423 0.0 0.1 -0.5 -0.319
O 1.381706 -1.088915 -0.823218 0.0 0.6 0.6 -0.289
O -1.331196 -1.512568 1.388313 0.2 -0.1 0.8 0.271
N 0.490718 1.068381 -1.809741 0.1 -1.1 1.1 -0.165
H -0.443240 1.327603 -2.123737 0.0 0.3 0.1 0.020
C -0.544298 -0.693166 1.404613 0.1 -0.2 0.3 -0.222
H -0.270915 1.231797 1.588369 0.1 1.0 0.0 0.107
H 1.238684 0.282518 1.085668 4.0 -0.2 0.1 0.033
S 0.262876 -0.203908 -0.975879 -0.4 0.3 -3.0 0.576
C 0.265891 0.374182 1.263035 -4.1 -0.8 0.2 -0.010
```
Positions in Å, forces in eV/Å.

Summary:
E_HOMO: -10.41 eV
calculated total energy: -756.55374 Eh
energy above the lowest of the compared OMol25 structures with the same formula, charge and spin: 3.331 eV
frontier orbital gap: 10.02 eV

***

In the order shown, the computed largest force on an atom values come out to 2.7, 3.7, 4.2 eV/Å.